One molecule with the formula C6H10O2 in a non-equilibrium geometry, computed with ωB97M-V with the def2-TZVPD basis set.

charge	0
2S+1	1
lowest unoccupied orbital energy	0.928	eV
E	-10477.1293	eV
ΔE to the lowest compared entry with this formula, charge and spin	47.06	kcal/mol
structure (SMILES)	C[C@H]1OC=C[C@]1(C)O

XYZ file:
```
18
Properties=species:S:1:pos:R:3:forces:R:3
O -1.795 -0.692 0.489 -0.296 0.209 -1.031
O 1.321 -0.658 1.351 1.633 0.654 0.243
C -1.227 -1.611 -0.324 3.981 0.520 0.356
C -1.102 1.681 -0.051 2.252 -0.113 1.242
C -0.818 0.320 0.650 2.423 1.793 1.886
C 0.616 -0.297 0.203 -2.773 -1.053 -0.124
C 1.582 0.468 -0.644 0.510 -1.751 3.253
C 0.113 -1.575 -0.508 -0.522 1.131 -0.099
H -0.691 0.486 1.785 -0.459 -0.093 -1.651
H -2.110 1.987 0.026 -1.055 0.496 0.499
H 2.213 -0.363 -0.818 1.385 -0.359 -1.072
H -1.723 -2.390 -0.721 -2.729 -2.242 -0.869
H 0.790 -2.261 -1.107 -1.271 0.931 0.867
H 1.197 0.885 -1.471 -1.253 1.418 -2.978
H -0.341 2.501 0.347 -1.743 -1.748 -0.688
H -0.905 1.555 -1.090 0.188 0.011 -0.966
H 0.752 -1.163 1.900 -0.713 -0.835 0.766
H 2.127 1.125 -0.015 0.442 1.030 0.363
```
Forces are in eV/Å.

***

A 2-piece molecular cluster, C6H10O2 overall in a non-equilibrium geometry, computed with ωB97M-V with the def2-TZVPD basis set.

charge	0
2S+1	1
lowest unoccupied orbital energy	0.614	eV
E	-10475.2533	eV
ΔE to the lowest compared entry with this formula, charge and spin	90.32	kcal/mol
structure (SMILES)	C=C1C[C@H]1O.CC=O

XYZ file:
```
18
Properties=species:S:1:pos:R:3:forces:R:3
O 0.778 2.351 -0.147 1.162 -0.734 1.670
O 1.538 0.287 1.266 -0.713 -1.087 -0.907
C -1.571 1.705 -0.421 0.058 0.359 -0.648
C -1.604 -0.789 -0.286 0.789 -0.918 1.049
C -0.956 0.366 -0.256 -1.175 1.296 -1.048
C -0.119 1.577 -0.806 -1.272 -0.890 0.030
C 1.438 -0.580 0.393 3.216 0.206 2.066
C 1.301 -2.034 0.735 -1.365 0.128 -0.399
H -1.149 -1.765 -0.211 0.430 -0.093 -0.442
H -2.664 -0.889 -0.086 -0.187 0.639 -0.200
H -2.283 1.874 -1.223 -0.168 -0.198 0.104
H 0.768 -2.534 -0.072 0.061 -0.175 -0.045
H 0.140 1.433 -1.854 -0.235 0.032 -0.017
H -1.772 2.277 0.477 0.250 0.090 0.016
H 0.731 -2.159 1.651 0.212 -0.094 0.182
H 2.289 -2.494 0.781 0.094 0.252 0.145
H 1.156 1.811 0.620 -0.259 0.661 -1.091
H 1.979 -0.437 -0.560 -0.898 0.527 -0.466
```
Forces are in eV/Å.

***

One molecule with the formula C6H10O2 in a non-equilibrium geometry, computed with ωB97M-V with the def2-TZVPD basis set.

charge	0
2S+1	1
lowest unoccupied orbital energy	0.933	eV
E	-10473.2367	eV
ΔE to the lowest compared entry with this formula, charge and spin	136.82	kcal/mol
structure (SMILES)	C1=C\OCCOCC/1

XYZ file:
```
18
Properties=species:S:1:pos:R:3:forces:R:3
O -1.171 -1.553 -0.017 1.170 -2.602 1.187
O 2.172 -0.250 -0.166 0.532 1.120 0.204
C 1.532 -1.548 0.062 -0.892 -0.756 -2.020
C 0.139 -1.060 0.127 0.161 1.458 -0.123
C 1.531 1.058 -0.173 -3.746 -2.546 0.831
C -1.092 1.017 0.238 -3.434 -1.322 1.667
C 0.240 1.579 -0.075 2.437 -1.214 0.023
C -1.772 -0.388 -0.334 -2.825 3.490 -0.916
H 0.215 -0.689 1.122 -0.717 1.202 0.851
H 1.917 -2.144 0.884 0.244 0.867 0.719
H 0.136 -0.198 -0.625 0.714 -2.698 0.844
H 0.273 2.651 -0.037 0.050 0.480 -0.149
H -1.846 -0.387 -1.434 0.395 0.788 -0.088
H 1.590 -2.268 -0.751 0.929 0.519 -0.963
H -1.245 0.995 1.392 0.531 -0.214 -1.645
H -2.880 -0.293 -0.055 1.490 -0.620 0.311
H -1.938 1.654 -0.015 0.368 0.804 -0.388
H 2.201 1.825 -0.145 2.593 1.246 -0.347
```
Forces are in eV/Å.

***

One molecule with the formula C6H10O2 in a non-equilibrium geometry, computed with ωB97M-V with the def2-TZVPD basis set.

charge	0
2S+1	1
lowest unoccupied orbital energy	0.803	eV
E	-10473.3270	eV
ΔE to the lowest compared entry with this formula, charge and spin	134.74	kcal/mol
structure (SMILES)	O[C@H]1[C@@H]2CCC[C@@]12O

XYZ file:
```
18
Properties=species:S:1:pos:R:3:forces:R:3
O -0.076 1.678 -0.886 4.868 0.651 -0.515
O 2.928 -0.145 0.529 -3.494 0.134 -0.929
C 0.471 0.660 0.058 -1.300 0.352 1.449
C 0.403 -0.835 -0.222 0.969 0.670 -1.660
C 1.753 -0.124 -0.413 1.035 3.600 0.413
C -1.774 -0.241 0.339 -1.258 -0.227 2.393
C -0.724 0.730 1.163 1.728 -1.139 -2.312
C -0.962 -1.047 -0.760 -0.869 3.247 -1.361
H -2.760 0.284 0.088 1.822 -0.237 -0.545
H 0.296 -1.510 0.598 1.217 0.431 1.585
H -1.224 -2.012 -0.942 -0.902 -3.116 0.496
H -2.232 -0.950 1.071 0.756 0.080 -0.275
H 2.196 0.403 -1.380 -1.547 -1.668 1.583
H -0.299 0.518 2.131 -0.570 -0.965 0.441
H -1.198 -0.641 -1.728 0.347 0.909 -0.492
H 3.446 -0.824 0.155 1.374 -1.356 -0.415
H -1.043 1.734 1.169 -0.553 1.036 0.045
H 0.801 2.324 -0.971 -3.623 -2.403 0.101
```
Forces are in eV/Å.

***

One molecule with the formula C6H10O2S in a non-equilibrium geometry, computed with ωB97M-V with the def2-TZVPD basis set.

charge	0
2S+1	1
lowest unoccupied orbital energy	0.794	eV
E	-21311.7265	eV
ΔE to the lowest compared entry with this formula, charge and spin	40.74	kcal/mol
structure (SMILES)	C[C@]12OC[C@H](O)[C@H]1[C@@H]2S

XYZ file:
```
19
Properties=species:S:1:pos:R:3:forces:R:3
S -0.825 -2.798 -0.346 -0.638 -0.605 0.649
O 1.553 0.518 -0.293 0.612 -0.724 0.732
O -0.948 2.416 0.228 -1.148 2.258 1.562
C 1.306 -1.069 1.610 -2.275 2.977 -1.033
C -0.234 -1.133 -0.599 -0.185 -1.616 -0.661
C -0.691 0.039 0.155 0.452 -0.146 2.100
C 0.711 -0.472 0.363 -0.502 2.308 -1.324
C 0.813 1.427 -1.104 -0.351 0.609 0.896
C -0.663 1.378 -0.549 0.890 -2.803 -1.774
H -2.177 -2.672 -0.545 0.777 0.299 0.053
H -0.092 -1.093 -1.661 0.498 0.908 -0.313
H -1.242 -0.165 1.072 -0.805 0.395 -0.518
H 0.611 -1.711 2.030 -0.627 -2.416 0.366
H -0.291 2.389 0.915 0.326 0.448 0.801
H 0.772 1.038 -2.108 0.432 0.270 -0.675
H 2.217 -1.264 1.234 3.418 -2.214 -0.299
H 1.306 2.491 -1.014 -1.086 -2.125 -0.361
H 1.426 -0.358 2.391 0.191 1.232 0.402
H -1.424 1.222 -1.308 0.022 0.944 -0.603
```
Forces are in eV/Å.

***

C6H10O2S as an isolated structure in a non-equilibrium geometry, computed with ωB97M-V with the def2-TZVPD basis set.

charge	0
2S+1	3
lowest unoccupied orbital energy (alpha / beta)	0.265 / -2.697	eV
E	-21305.2442	eV
ΔE to the lowest compared entry with this formula, charge and spin	89.62	kcal/mol

XYZ file:
```
19
Properties=species:S:1:pos:R:3:forces:R:3
S 0.943 -1.863 0.216 -2.522 2.688 -1.233
O 1.238 -0.480 0.663 -0.798 -4.451 2.749
O 1.821 -2.304 -0.784 1.737 -1.550 -1.640
C 1.322 0.991 -0.420 -4.300 1.955 -4.928
C -0.892 1.684 0.371 1.463 3.634 0.822
C -0.599 1.318 -2.053 -1.155 -0.564 -1.644
C -2.033 1.212 0.801 0.165 -0.553 1.070
C 0.723 -3.089 1.441 -1.416 1.694 1.104
C -0.094 1.357 -0.793 2.706 -1.365 -0.121
H -0.185 0.778 -2.942 0.348 0.783 1.086
H -0.169 -2.766 2.002 -0.057 -0.765 -0.341
H -1.561 1.811 -2.330 0.621 -0.620 0.745
H 1.750 1.572 0.279 1.510 1.598 2.509
H 1.517 -3.339 2.117 0.756 -0.366 -0.373
H -0.422 2.572 0.932 -0.742 -1.399 -0.381
H -0.427 -1.759 -0.523 2.168 -0.332 1.956
H -2.405 1.460 1.777 -0.265 0.542 0.140
H 1.914 0.516 -1.161 0.539 0.019 -0.553
H -2.440 0.329 0.407 -0.757 -0.944 -0.967
```
Forces are in eV/Å.

***

A 2-piece molecular cluster, C6H10O3 overall in a non-equilibrium geometry, computed with ωB97M-V with the def2-TZVPD basis set.

charge	0
2S+1	1
lowest unoccupied orbital energy (alpha / beta)	0.584 / 0.648	eV
E	-12519.9079	eV
ΔE to the lowest compared entry with this formula, charge and spin	158.31	kcal/mol

XYZ file:
```
19
Properties=species:S:1:pos:R:3:forces:R:3
O 1.516 -0.290 1.330 -1.816 -2.281 -2.014
O 0.439 -2.115 0.366 0.710 2.143 2.199
O 0.622 -0.166 -0.799 1.788 -0.190 -0.609
C -1.970 0.049 0.765 -0.866 -1.642 -0.255
C 2.068 0.831 0.664 -1.491 -0.257 -0.429
C -1.883 1.236 0.163 -0.486 0.216 2.324
C 1.885 0.607 -0.858 -0.762 -2.322 4.344
C -0.095 -2.860 -0.617 -0.388 -0.531 -0.324
C 0.676 -0.880 0.342 1.135 0.905 0.824
H -1.962 -0.185 1.873 0.250 0.883 -1.359
H 1.536 1.644 1.095 -0.366 1.295 -0.287
H -1.838 2.219 0.620 0.418 -0.286 1.166
H -2.220 -0.906 0.159 0.709 1.644 0.782
H 1.735 1.493 -1.282 -1.010 3.402 -2.184
H 0.132 -3.826 -0.240 -0.267 -1.237 -0.489
H -2.057 1.489 -0.821 -0.139 -0.796 -2.522
H 0.332 -2.530 -1.537 -0.130 -0.066 -0.997
H 3.048 0.857 0.955 2.671 0.333 0.578
H 2.788 0.167 -1.221 0.040 -1.214 -0.747
```
Forces are in eV/Å.

***

One molecule with the formula C6H10O3S2 in a non-equilibrium geometry, computed with ωB97M-V with the def2-TZVPD basis set.

charge	0
2S+1	1
lowest unoccupied orbital energy	0.634	eV
E	-34193.6116	eV
ΔE to the lowest compared entry with this formula, charge and spin	51.47	kcal/mol

XYZ file:
```
21
Properties=species:S:1:pos:R:3:forces:R:3
S -1.424 -1.564 0.417 0.465 -1.694 0.134
S 2.451 -0.100 -1.453 -0.273 1.581 2.250
O -0.598 0.492 -0.674 0.305 2.312 -1.493
O 2.831 -0.148 1.248 -2.004 -2.182 2.032
O 3.238 -1.191 -1.961 1.770 -1.889 -1.564
C -1.983 0.655 -0.908 0.212 -0.964 -1.016
C 3.250 0.621 0.251 0.896 -0.191 -1.761
C -0.215 -0.793 -0.818 -0.288 -3.014 0.576
C 1.283 -0.992 -0.344 -1.235 -0.159 -1.044
C -2.699 -0.482 -0.118 -2.348 2.261 -0.778
C 1.444 -0.453 1.051 0.943 -1.140 0.069
H -2.279 1.644 -0.704 -0.053 1.248 1.451
H 1.694 -2.047 -0.451 -0.848 1.224 0.076
H 4.358 0.659 0.426 -0.943 0.483 -1.281
H -3.593 -0.773 -0.838 1.795 -0.269 1.898
H -2.259 0.696 -1.980 0.593 -1.110 0.041
H 1.050 -1.163 1.747 0.635 -0.846 0.724
H 2.685 1.521 0.222 0.033 1.617 0.069
H 0.792 0.342 1.239 -0.591 2.046 -0.091
H -0.569 -1.375 -1.748 1.190 1.456 0.716
H -3.065 0.017 0.822 -0.255 -0.771 -1.008
```
Forces are in eV/Å.

***

C6H10O3V as an isolated structure in a non-equilibrium geometry, computed with ωB97M-V with the def2-TZVPD basis set.

charge	+1
2S+1	5
lowest unoccupied orbital energy (alpha / beta)	-3.842 / -3.689	eV
E	-38204.5930	eV
ΔE to the lowest compared entry with this formula, charge and spin	0.00	kcal/mol

XYZ file:
```
20
Properties=species:S:1:pos:R:3:forces:R:3
V 3.825 0.868 0.067 2.481 0.453 0.959
O 1.195 -0.931 0.628 -0.224 -0.398 -0.180
O 2.145 0.595 -0.652 -1.799 -0.167 -0.919
O 0.023 -0.045 -0.987 0.079 -0.272 -0.247
C -0.767 3.015 0.574 0.024 -0.234 -0.006
C -0.129 -2.945 -0.005 -0.183 -0.193 -0.227
C -0.623 1.242 -1.168 -0.035 0.623 -0.488
C 1.171 -0.103 -0.366 -1.432 0.013 0.344
C -1.074 1.790 0.148 0.003 0.191 0.243
C -0.046 -1.725 0.881 0.132 -0.248 1.105
H 0.074 1.915 -1.680 -0.207 -0.055 0.051
H -0.949 -1.106 0.840 0.550 0.089 -0.181
H -0.826 -2.796 -0.838 0.300 -0.028 0.146
H 0.088 -2.000 1.932 0.151 0.021 -0.270
H -1.469 1.011 -1.824 0.262 0.068 0.117
H -1.716 1.138 0.746 0.099 0.229 -0.171
H 0.859 -3.212 -0.401 -0.251 -0.009 0.150
H -0.498 -3.784 0.600 0.128 0.171 -0.261
H -1.159 3.398 1.517 0.140 -0.099 -0.304
H -0.124 3.676 -0.011 -0.217 -0.156 0.138
```
Forces are in eV/Å.

***

One molecule with the formula C6H10O4 in a non-equilibrium geometry, computed with ωB97M-V with the def2-TZVPD basis set.

charge	0
2S+1	1
lowest unoccupied orbital energy	0.543	eV
E	-14570.4828	eV
ΔE to the lowest compared entry with this formula, charge and spin	88.30	kcal/mol

XYZ file:
```
20
Properties=species:S:1:pos:R:3:forces:R:3
O 2.270 -1.482 -1.319 -0.152 0.044 0.717
O 0.315 -1.669 -0.369 -0.891 -0.527 0.104
O 2.262 0.190 1.415 0.700 0.690 -0.408
O -1.120 1.006 -0.578 -1.172 0.413 -1.073
C -0.658 0.353 0.503 4.694 0.695 1.473
C 1.466 -1.075 -0.503 1.821 1.609 -1.571
C 1.878 1.509 -0.831 2.102 -3.222 0.031
C -1.973 -1.876 0.373 1.323 2.089 2.458
C -0.569 -1.127 0.646 -1.489 -1.889 -0.601
C 1.650 0.313 0.170 -2.942 -0.088 0.360
H 0.978 2.036 -0.749 -0.945 1.598 -0.015
H -2.578 -1.200 -0.216 -0.568 0.110 0.347
H 2.838 2.069 -0.592 -1.383 -0.474 -0.418
H 3.028 0.793 1.561 -0.925 -0.455 -0.510
H -2.363 -2.226 1.352 -0.340 0.940 -0.510
H -0.075 -1.476 1.584 -0.900 0.863 -0.242
H -1.907 -2.760 -0.140 0.873 -2.079 -1.602
H 1.926 1.022 -1.878 0.250 1.006 1.588
H -0.820 0.961 1.426 -0.004 -0.778 -0.818
H -0.658 0.905 -1.428 -0.052 -0.544 0.689
```
Forces are in eV/Å.